75
Properties=species:S:1:pos:R:3 method="wB97M-V/def2-TZVPD" multiplicity=5 s_squared=6.0816 e_tot_ev=-85690.9716 homo_ev="-6.812 / -6.853"
Cr 0.098 -0.268 4.957
C -1.063 1.682 4.860
C -1.459 0.779 3.843
C -0.920 0.759 2.435
C 0.374 -0.061 2.171
C 1.411 -0.036 3.254
C 1.654 1.063 4.104
C 1.154 2.460 3.886
C -0.156 2.835 4.625
C 1.384 -1.109 6.265
H -1.737 1.838 5.707
H -2.374 0.183 4.011
H -0.790 1.768 2.013
H -1.706 0.294 1.820
H 0.097 -1.116 2.003
H 0.769 0.290 1.204
H 2.099 -0.898 3.277
H 2.526 1.013 4.772
H 1.037 2.716 2.820
H 1.926 3.143 4.277
H 0.105 3.293 5.592
H -0.629 3.647 4.046
H 1.284 -0.816 7.318
H 2.438 -0.968 5.992
H 1.184 -2.191 6.238
P 1.453 -1.125 -2.761
P -1.638 -0.634 -2.399
N 2.887 -0.129 -2.778
N 2.181 -2.423 -3.860
N -1.895 1.106 -2.252
N -3.308 -1.007 -2.893
C 0.566 -0.232 -4.123
C -0.938 -0.585 -4.127
C 3.329 0.507 -1.604
C 4.364 1.372 -1.935
C 4.580 1.266 -3.355
C 3.654 0.349 -3.850
C 2.348 -3.740 -3.403
C 2.799 -4.528 -4.465
C 2.920 -3.680 -5.611
C 2.518 -2.403 -5.213
C -1.709 1.732 -1.005
C -1.811 3.108 -1.188
C -2.061 3.341 -2.576
C -2.093 2.107 -3.198
C -4.201 -0.311 -3.714
C -5.277 -1.138 -4.021
C -5.030 -2.406 -3.380
C -3.823 -2.301 -2.712
H 0.986 -0.498 -5.105
H 0.710 0.855 -3.979
H -1.483 0.134 -4.761
H -1.107 -1.597 -4.547
H 2.846 0.280 -0.666
H 4.902 2.005 -1.249
H 5.324 1.794 -3.929
H 3.476 0.009 -4.857
H 2.123 -3.988 -2.381
H 3.011 -5.594 -4.423
H 3.257 -3.962 -6.597
H 2.433 -1.508 -5.807
H -1.513 1.129 -0.137
H -1.710 3.854 -0.404
H -2.203 4.303 -3.052
H -2.227 1.865 -4.249
H -4.005 0.712 -4.009
H -6.134 -0.880 -4.622
H -5.671 -3.275 -3.412
H -3.263 -3.020 -2.122
C -1.224 0.110 7.849
C -1.311 -0.648 6.560
O -2.113 -1.526 6.292
H -0.413 0.847 7.822
H -1.043 -0.586 8.685
H -2.173 0.638 8.036


48
Properties=species:S:1:pos:R:3 method="wB97M-V/def2-TZVPD" e_tot_ev=-43055.3010 homo_ev=-8.136
C 6.439 -2.698 -1.489
H 5.654 -2.445 -2.371
H 6.333 -3.849 -1.364
H 7.391 -2.318 -1.771
S 5.818 -1.929 -0.246
C 4.305 -2.638 0.037
C 4.050 -3.282 1.237
C 2.603 -4.111 1.221
C 1.736 -4.024 0.195
C 2.028 -3.158 -0.896
C 3.287 -2.727 -0.846
O 3.557 -2.009 -2.162
C 3.686 -0.352 -2.145
C 2.421 0.171 -1.368
C 1.695 0.006 -0.414
C 0.749 1.003 -0.404
N 0.752 1.720 -1.683
O 1.910 1.169 -2.217
C -0.578 1.035 0.582
O -0.366 0.375 1.645
N -1.354 2.002 0.299
C -1.308 2.892 -0.605
H -2.369 3.453 -0.575
H -0.481 3.633 -0.649
H -1.596 2.114 -1.779
C -2.447 2.241 1.429
H -1.998 1.771 2.155
H -2.516 3.159 1.773
C -3.630 1.806 1.019
C -4.618 1.451 2.206
H -4.276 0.391 2.700
O -5.942 0.968 1.641
C -6.561 2.081 1.094
H -7.468 1.809 0.641
C -5.627 2.505 -0.202
H -6.161 3.227 -0.512
O -4.461 2.740 0.122
H -5.535 1.735 -0.637
H -6.631 2.930 1.745
H -4.559 2.119 3.006
H -3.651 1.054 0.394
H 2.112 -0.556 0.757
H 4.633 -0.226 -1.272
H 4.033 0.047 -3.012
H 1.405 -3.232 -1.718
H 0.643 -4.306 0.306
H 2.357 -4.436 2.180
H 4.537 -3.313 1.952


8
Properties=species:S:1:pos:R:3 method="wB97M-V/def2-TZVPD" e_tot_ev=-216311.6924 homo_ev=-10.506
C 1.401 1.070 -0.197
C 0.399 -0.175 -0.282
O 0.976 2.158 -0.388
O -0.722 0.106 -0.544
Br 3.227 0.619 0.044
Br 1.202 -1.795 0.192
Br -2.916 -1.110 1.221
H -3.568 -0.871 -0.047


Copy entry 3 word for word.
8
Properties=species:S:1:pos:R:3 method="wB97M-V/def2-TZVPD" e_tot_ev=-216311.6924 homo_ev=-10.506
C 1.401 1.070 -0.197
C 0.399 -0.175 -0.282
O 0.976 2.158 -0.388
O -0.722 0.106 -0.544
Br 3.227 0.619 0.044
Br 1.202 -1.795 0.192
Br -2.916 -1.110 1.221
H -3.568 -0.871 -0.047